Record 1
A cluster of 2 separate species, C6H17NO in total in a non-equilibrium geometry. Source: OMol25; level of theory: ωB97M-V/def2-TZVPD.

Geometry as XYZ:
```
25
C6H17NO, DFT ωB97M-V/def2-TZVPD
C -2.555 -0.637 0.669
N -1.402 -0.400 -0.248
C -0.203 -0.158 0.457
C 0.508 -1.394 1.191
C 1.014 0.647 -0.274
C 1.935 1.168 0.851
C 1.764 -0.130 -1.313
H -2.169 -0.709 1.733
H -3.180 -1.411 0.433
H -2.992 0.278 0.758
H -1.200 -0.930 -1.117
H -0.564 0.432 1.296
H 0.601 -2.125 0.395
H 1.466 -1.138 1.616
H -0.197 -1.828 1.797
H 0.541 1.499 -0.842
H 1.620 1.971 1.501
H 2.340 0.411 1.494
H 2.939 1.531 0.323
H 2.321 0.271 -2.118
H 1.361 -1.138 -1.766
H 2.680 -0.702 -0.798
O -2.367 1.469 -2.373
H -2.237 2.256 -1.819
H -2.025 0.765 -1.848
```

Its total charge is 0. The calculation puts the HOMO energy at -8.69 eV. The frontier orbital gap comes out at 9.621 eV. The value obtained for the LUMO energy is 0.93 eV.

***

Record 2
A structure of composition C23H21F5LuN3O3Te in a non-equilibrium geometry. Source: OMol25; level of theory: ωB97M-V/def2-TZVPD.

Geometry as XYZ:
```
57
C23H21F5LuN3O3Te, DFT ωB97M-V/def2-TZVPD
Lu -0.863 0.925 -1.100
C 1.085 1.746 1.523
C 2.457 1.492 1.002
C 3.536 2.154 1.553
C 4.841 1.856 1.174
C 5.089 0.786 0.319
C 4.056 0.096 -0.275
C 4.331 -1.153 -1.041
C 2.712 0.586 -0.091
N 1.700 0.258 -0.885
C 1.832 -0.155 -2.191
O 2.700 0.176 -2.969
C 0.689 -1.069 -2.554
C 0.526 -1.715 -3.774
C -0.575 -2.548 -3.937
C -1.460 -2.733 -2.886
C -1.216 -2.050 -1.700
N -0.168 -1.252 -1.550
C -2.095 -2.089 -0.487
O -2.852 -3.009 -0.220
N -1.857 -1.049 0.320
C -2.443 -0.773 1.504
C -1.726 -1.107 2.693
C -0.397 -1.775 2.554
C -2.322 -0.882 3.912
C -3.594 -0.312 3.984
C -4.284 0.039 2.835
C -3.738 -0.170 1.581
C -4.449 0.200 0.339
H 1.077 1.629 2.607
H 0.333 1.066 1.092
H 0.791 2.770 1.292
H 3.360 2.909 2.305
H 5.666 2.404 1.602
H 6.104 0.462 0.136
H 5.185 -1.665 -0.598
H 4.569 -0.930 -2.081
H 3.468 -1.820 -1.038
H 1.242 -1.542 -4.561
H -0.748 -3.033 -4.886
H -2.343 -3.348 -2.962
H -0.548 -2.807 2.234
H 0.146 -1.781 3.495
H 0.201 -1.284 1.782
H -1.812 -1.168 4.820
H -4.042 -0.139 4.950
H -5.270 0.472 2.917
H -5.433 0.608 0.552
H -4.537 -0.665 -0.322
H -3.867 0.936 -0.226
F -2.474 0.259 -1.993
Te -0.721 3.707 -1.847
F 0.073 5.466 -1.296
F -0.795 1.813 -3.029
F -1.800 2.166 0.088
F 0.057 4.217 -3.570
O 0.604 2.826 -1.098
```

Its total charge is 0. The calculation puts the HOMO energy (spin up / spin down) at -9.41 / -8.80 eV. The frontier orbital gap (spin up / spin down) comes out at 6.878 / 5.550 eV. The value obtained for the LUMO energy (spin up / spin down) is -2.53 / -3.25 eV.

***

Number 1: molar mass 119.2 g mol⁻¹. Number 2: molar mass 785.0 g mol⁻¹.